Density functional theory data (ωB97M-V/def2-TZVPD) for a cluster of 3 separate species, C23H50N2O9 in total.

Computed properties:
SMILES string ... CCCC[C@](O)(CCC(=O)O)OC(=O)CC.COCCNCCOC.COCCNCCOC
LUMO energy ... 0.44 eV
E_HOMO ... -0.320 Eh
Relative energy (zero: lowest compared OMol25 entry of this formula, charge and spin) ... 510.2 kJ/mol

Geometry (Å):
H1 0.3692 -3.3482 -0.0993
C1 1.3835 0.5474 -1.2879
C2 -2.1021 6.4050 1.8387
H2 -1.2007 6.3663 -0.6895
C3 3.0791 1.4531 0.7043
H3 -3.7139 6.9524 0.7122
H4 -0.5305 1.6397 1.4810
H5 -3.5199 5.0958 2.8741
H6 -2.7717 9.6446 1.4835
H7 -3.9800 10.5896 0.5950
C4 -1.4509 -3.2619 1.3445
C5 -0.1791 -1.0771 0.3189
H8 -5.9071 7.5972 3.3661
H9 -4.2923 8.8863 0.9035
O1 2.6861 -9.6929 -1.3022
H10 -1.2916 5.6726 1.7703
C6 -0.7004 1.8301 -1.3603
N1 -2.8678 6.4007 0.5863
H11 1.3274 -1.7578 -1.2502
H12 2.5139 -5.4757 -0.2642
H13 1.6259 -0.2696 -3.1202
H14 2.6280 -11.1438 -2.7912
H15 4.9731 -7.2580 -1.6950
H16 -0.2437 -1.0221 -1.9865
C7 0.5531 -0.8571 -1.1311
H17 3.5874 -7.3697 -0.5867
O2 1.7942 1.8807 2.9963
H18 4.2601 -9.4968 -2.6929
H19 2.0150 -4.0878 -1.2032
O3 1.7859 0.6397 -2.7312
H20 3.7223 0.4853 -1.2545
C8 3.9618 -9.1678 -1.6893
N2 3.1005 -7.0447 -2.6244
H21 -2.7373 6.7702 -1.4420
C9 2.4103 1.0266 2.1748
C10 -2.1211 6.9462 -0.5523
C11 -0.0011 -2.6641 0.7996
O4 0.6708 1.7524 -0.8423
O5 -1.1270 1.4830 -2.5754
H22 2.2000 -7.5194 -2.6259
H23 -1.3360 -0.8181 0.1943
O6 0.6794 -5.6052 -1.2610
C12 2.8694 -5.6080 -2.4406
H24 -1.9862 3.5956 -0.7027
C13 0.4443 -6.8974 -0.7219
H25 0.5128 -7.6517 -1.5092
H26 -1.6684 7.3910 2.0271
H27 1.1241 -7.1407 0.0998
H28 2.0833 -0.5489 3.4795
O7 2.4658 -0.4084 2.5640
H29 -2.2762 -3.2279 0.5109
H30 -2.3804 5.9451 3.9237
O8 -2.9160 9.3030 -0.5829
H31 -1.1384 8.7090 0.3462
H32 3.8344 -5.0878 -2.4254
C14 -5.2736 6.7549 3.0768
H33 4.2556 1.4570 0.9086
C15 -1.1988 2.5707 1.1765
C16 -3.5049 9.6074 0.6725
C17 -3.0043 6.0516 3.0324
C18 3.9512 -7.6340 -1.5835
H34 -2.8781 1.9359 -0.3963
H35 -5.5414 5.8900 3.6918
H36 1.0902 -10.7785 -1.9814
C19 -1.8400 2.4728 -0.3324
H37 -1.1791 8.6679 -1.4012
C20 2.0121 -10.3415 -2.3730
H38 -5.4527 6.5361 2.0206
H39 -1.7992 -2.5716 2.2422
H40 2.8867 -0.7285 0.0000
H41 -0.5798 -6.9237 -0.3385
H42 0.2328 -0.4116 1.1887
H43 -0.5235 3.5469 1.1865
H44 2.8151 2.5614 0.4032
H45 1.7481 -9.6231 -3.1539
H46 -1.3768 -4.3493 1.7785
H47 4.6958 -9.5628 -0.9820
O9 -3.9175 7.1255 3.2892
C21 2.8301 0.3415 -0.4745
C22 -1.7739 8.4475 -0.5070
H48 -2.0310 2.6417 2.0288
C23 2.0438 -5.1838 -1.2098
H49 0.7512 -2.7400 1.7198
H50 2.3407 -5.2605 -3.3361

These are the Löwdin partial charges, in e, on atoms 1 to 4: number 1, H, carries 0.08; number 2, C, carries -0.40; number 3, C, carries -0.20; number 4, H, carries 0.11

Density functional theory data (ωB97M-V/def2-TZVPD) for a cluster of 7 separate species, C23H50NO19S3 in total.

Computed properties:
LUMO energy ... -1.93 eV
Charge ... +1
E_HOMO ... -0.465 Eh
Relative energy (zero: lowest compared OMol25 entry of this formula, charge and spin) ... 0.0 kJ/mol

Geometry (Å):
O1 -0.6824 0.4325 4.3781
C1 2.6332 1.7219 -0.8305
H1 2.5761 -5.7627 1.4913
S1 0.6323 -0.5935 4.3784
C2 1.5974 -5.5155 1.6106
H2 3.0378 1.7822 -3.0095
H3 -5.7388 -0.3740 2.1253
H4 5.7900 1.4762 4.5327
H5 0.0768 0.3689 1.0273
H6 -0.3803 -2.2297 3.2320
H7 0.4008 0.2546 -5.9287
H8 3.3720 1.7288 -0.0504
H9 2.8126 -1.2583 -0.7112
O2 0.1446 -5.2838 -0.0714
H10 0.7341 -3.1609 4.3322
O3 1.2922 -4.2995 1.3332
C3 -0.3427 1.8416 4.2428
O4 2.9001 4.5019 4.9200
O5 1.9864 -0.1686 -4.5574
O6 1.4179 -0.2823 3.2201
C4 3.7014 1.4015 3.7188
O7 -3.6271 -2.3681 0.4721
H11 5.7290 2.2207 2.9100
O8 -3.3797 -1.0335 2.7166
O9 -4.0780 -0.1774 -3.8134
S2 -3.8608 -1.2590 1.3339
H12 1.0451 0.0957 -2.5201
O10 4.7484 1.9008 -1.8063
C5 0.6070 -4.2290 0.1780
O11 3.5036 0.2377 -6.0601
C6 3.4417 3.4494 4.6664
H13 0.4466 2.1389 4.7815
S3 -2.8572 0.8684 -4.0601
H14 -0.1037 2.2271 3.2223
H15 0.0147 -0.1888 -1.3371
H16 -1.8932 1.6433 -0.6581
H17 3.6080 1.2810 2.5270
H18 -6.0094 -1.9419 1.5702
H19 -0.8871 -2.0711 5.1651
C7 -5.4645 -1.7124 -2.5287
C8 3.2564 -0.4838 -4.9311
O12 1.2023 -0.3902 5.6414
H20 -4.3332 0.2167 -2.0408
H21 -6.5396 -1.1971 -2.5338
C9 -5.6155 -0.9727 1.3722
O13 -3.1346 2.0710 -3.3621
C10 -1.6113 2.7255 4.4957
C11 0.6160 0.4856 -1.5869
H22 -1.7359 0.7740 1.5791
C12 -2.5429 2.1569 0.0525
H23 -3.4612 1.9308 -5.9702
H24 2.1294 0.2932 -7.3431
C13 3.4615 1.3804 -2.0580
O14 4.7345 3.4043 4.3536
H25 -5.3206 -2.1454 -3.4678
H26 -2.4343 2.7290 3.6842
H27 -0.3291 -6.4851 1.4416
H28 2.1153 2.6144 -0.9061
H29 5.4966 1.2439 -1.6347
H30 -2.1956 3.2721 0.4529
H31 3.8058 0.4418 4.2138
H32 -3.4837 2.2417 -0.3881
H33 3.0304 -0.4666 0.7027
C14 5.0775 2.1312 3.9189
H34 2.7986 1.9017 -6.5325
O15 4.0266 -1.2312 -4.2661
H35 -1.7638 1.3764 -5.6529
H36 1.4195 -5.7481 2.5895
C15 -0.1396 -2.1579 4.2892
H37 -2.0806 2.5533 5.5026
C16 -4.1799 -0.7395 -2.5446
C17 -2.7773 1.1109 1.1476
O16 -3.4381 0.0352 0.4726
O17 2.9218 2.3650 4.3603
H38 -1.1931 3.7131 4.2724
H39 -3.1814 -1.1529 -2.3910
C18 2.3284 -0.6026 -0.0238
C19 -2.7945 1.2249 -5.7621
C20 1.3467 0.6819 -5.4850
O18 0.2950 -3.1735 -0.4507
H40 3.6250 0.3196 -2.2941
C21 0.5732 -6.2476 0.8332
N1 1.6539 0.7118 -0.4746
C22 2.4293 0.9927 -6.5205
H41 1.5803 1.4713 1.4667
H42 1.4645 -1.0808 0.3853
C23 0.8474 1.2243 0.6069
H43 -3.2006 0.3333 -6.1296
H44 -3.4655 1.3059 1.9726
H45 -0.0519 1.3633 -1.7595
H46 0.1620 2.1925 0.3225
H47 1.1931 1.6091 -5.0031
H48 -5.9157 -0.6917 0.2689
H49 1.0867 -6.9676 0.4103
O19 -1.6375 0.0318 -3.7560
H50 -5.0655 -2.3590 -1.6830

These are the Löwdin partial charges, in e, on atoms 1 to 4: number 1, O, carries -0.25; number 2, C, carries -0.11; number 3, H, carries 0.12; number 4, S, carries 0.55

Density functional theory data (ωB97M-V/def2-TZVPD) for a cluster of 3 separate species, C23H51N2O3PSSi in total.

Computed properties:
⟨S²⟩ ... 2.008
2S+1 ... 3
LUMO energy (alpha / beta) ... 0.54 / -0.01 eV
E_HOMO (alpha / beta) ... -0.315 / -0.321 Eh

Geometry (Å):
H1 2.2708 -6.6731 -4.2469
P1 -1.1817 1.3291 -0.4170
H2 -3.9232 3.8027 7.1527
H3 -4.3343 4.3150 3.5937
H4 -1.8124 -5.1753 -5.2545
C1 0.2305 -5.5531 -5.8172
C2 2.1602 -5.5887 -4.2070
H5 5.0095 1.1718 1.6707
C3 3.5287 -0.0961 -1.8347
H6 -4.6129 1.6588 6.1874
H7 4.5898 -0.3452 -2.0145
H8 -1.0164 1.3987 1.0008
H9 0.4914 -3.6738 -2.7869
S1 -1.3634 -0.7334 -0.9427
H10 -1.0562 2.7873 6.9307
C4 -3.1842 3.0004 7.0777
H11 5.4587 2.0227 0.1989
H12 1.4845 -5.3903 -3.3777
H13 -0.0324 -5.3969 -6.8687
H14 -2.9555 1.1049 6.1048
C5 0.7189 -2.8141 -4.8151
C6 -4.6273 3.5499 4.3139
C7 5.0999 1.0504 0.5761
H15 0.8842 1.2775 -1.8769
H16 3.1368 -5.1682 -3.9596
C8 -1.8010 3.5771 6.7864
O1 1.6788 -3.1818 -6.8338
H17 1.0919 2.1454 0.9159
N1 -2.1642 3.2053 4.3333
H18 2.2161 0.3508 1.9710
H19 -1.9817 6.2382 5.9102
H20 3.6243 -5.3205 -6.4597
H21 -5.4990 3.0499 3.8901
C9 -3.4763 2.5487 4.5776
H22 0.4746 3.7225 5.2634
H23 -1.3980 -2.8659 -4.3781
H24 0.1848 -6.6324 -5.6503
C10 2.3819 -0.2495 1.0549
N2 1.7435 -3.5672 -5.5861
H25 2.1032 -3.0215 -3.1226
O2 -1.2618 2.2701 4.1842
H26 2.6164 -6.7674 -6.4728
C11 1.6562 -5.0499 -5.5611
C12 2.6031 -5.6831 -6.5911
C13 -0.2160 4.5529 5.1180
H27 1.7501 -0.9008 -4.9711
C14 1.3631 2.5324 -0.0792
H28 -3.1745 2.5084 8.0534
H29 -2.4567 5.8624 4.2580
H30 0.4744 -1.1087 -6.1809
H31 3.2263 0.5548 -2.6718
C15 -0.7000 -3.3405 -5.0729
H32 -3.0162 0.5839 3.7050
H33 -0.7066 -5.1680 -3.9037
H34 1.4159 -0.6302 0.6924
C16 -0.8130 -4.8578 -4.9468
C17 0.3917 1.9977 -1.2108
C18 -2.4521 5.4817 5.2810
H35 5.7696 0.2187 0.3253
H36 -0.0837 4.9362 4.1044
H37 0.0680 2.8717 -1.7965
H38 -1.0244 -3.0498 -6.0776
Si1 3.3511 0.8154 -0.1745
H39 0.7608 -1.9560 -2.7955
H40 3.0103 -1.0973 1.3800
H41 -4.9792 4.0438 5.2197
H42 -4.7153 0.9837 3.7241
H43 2.2969 -5.4808 -7.6170
H44 -3.4826 5.4116 5.6224
C19 0.7554 -1.3155 -5.1483
C20 -3.7204 1.4069 3.5819
H45 -3.6526 1.7676 2.5532
C21 1.0358 -2.8819 -3.3027
C22 -1.6769 4.1516 5.3699
H46 -0.4068 -1.3969 -0.2094
H47 2.9687 -1.0458 -1.8298
H48 -1.5669 4.3524 7.5203
H49 0.0473 -0.7759 -4.5171
O3 2.7337 2.3902 -0.4106
C23 -3.5884 1.9928 6.0042
H50 1.1734 3.6208 -0.0295
H51 0.0832 5.3384 5.8130

These are the Löwdin partial charges, in e, on atoms 1 to 4: number 1, H, carries 0.09; number 2, P, carries 0.53; number 3, H, carries 0.10; number 4, H, carries 0.09

Density functional theory data (ωB97M-V/def2-TZVPD) for a structure of composition C23H52AsO4PReS3Si3.

Computed properties:
⟨S²⟩ ... 0.772
2S+1 ... 2
LUMO energy (alpha / beta) ... -5.35 / -6.59 eV
Charge ... +2
E_HOMO (alpha / beta) ... -0.506 / -0.505 Eh
Relative energy (zero: lowest compared OMol25 entry of this formula, charge and spin) ... 0.0 kJ/mol

Geometry (Å):
H1 -2.1126 -5.5676 2.5688
H2 -3.9328 2.5651 -0.2054
H3 -1.4477 3.4632 -4.1747
H4 2.7439 2.3237 -3.5094
H5 -0.4362 5.3887 1.3928
H6 -3.4892 4.1923 -0.6953
C1 -0.4838 -3.0681 1.0478
H7 0.9468 0.8606 -5.7261
H8 -4.3945 3.0483 -3.4260
H9 5.1457 2.6602 3.5155
C2 0.5173 -3.7693 0.3718
H10 4.9178 2.5548 5.3064
C3 -0.4387 -1.6772 0.9403
H11 4.7364 0.3034 4.4750
H12 2.3648 -3.4502 2.6799
C4 4.4232 2.4501 4.3187
C5 -1.4261 -2.7770 -2.6308
As1 -1.0007 0.6272 -1.7649
Si1 0.8890 0.7157 -3.3665
C6 -3.0988 3.1719 -0.5493
H13 2.7893 -0.5534 -2.5046
H14 -3.1593 -1.7523 -0.1534
C7 0.1572 0.6663 -4.9965
H15 1.4156 -5.7006 0.0932
H16 1.2095 -3.2432 -0.2800
H17 -4.7048 1.4587 -2.6165
H18 -4.3487 -2.0403 -1.3698
H19 1.4110 -1.6547 -2.5797
H20 -2.4840 1.4258 1.4264
O1 -0.1043 2.3278 1.0085
H21 4.3145 -3.0988 5.0136
H22 -0.9814 -3.1218 -1.6938
H23 -2.1659 -0.5860 -4.7505
C8 3.5808 -3.6864 4.4643
H24 -2.2510 -0.0214 3.6458
O2 -2.0729 0.5897 1.6664
S1 0.6596 0.0534 3.2849
H25 1.6319 2.7796 -2.1639
Re1 -0.1038 -0.0287 0.9640
H26 -2.6115 -1.2425 2.3877
H27 0.1791 4.3612 2.7055
C9 -1.3823 -5.0817 1.9483
C10 1.7015 2.3500 -3.1463
Si2 -2.3490 -1.2123 -2.4462
S2 2.2912 -0.4465 0.5482
H28 -2.1838 4.7132 -3.1040
H29 3.9393 -4.6818 4.1966
C11 -0.3490 -5.7833 1.3610
H30 2.7193 2.2249 0.6155
H31 -0.7014 -2.6342 -3.4250
C12 -1.4484 -3.7254 1.8068
C13 3.9382 1.0340 4.2481
H32 -0.3021 -6.8505 1.5992
H33 2.2974 -1.1785 -4.0957
H34 -3.8264 0.0106 2.7870
Si3 -2.5268 2.5541 -2.1787
P1 2.4579 -0.4108 2.5490
C14 -2.9926 -0.8419 -4.1072
O3 3.5347 0.6838 2.8532
C15 3.2354 -3.0116 3.1419
H35 -3.7602 -0.0934 -4.1135
H36 -3.7805 1.6618 -4.1664
C16 2.3687 3.0413 1.2437
C17 -2.7450 -0.2097 2.7183
H37 4.0689 -3.1116 2.4623
H38 1.2865 5.5126 1.8771
C18 0.4189 4.8506 1.7716
H39 -3.4316 -1.7828 -4.5476
H40 2.7203 -3.8672 5.1064
C19 -1.5849 3.7838 -3.1536
H41 -4.0998 -0.4014 -0.8381
H42 -2.1285 -3.5403 -2.9557
O4 3.0651 -1.5845 3.3250
H43 -0.2961 -0.2767 -5.2831
C20 0.5844 -5.1484 0.5234
C21 -3.9828 2.0592 -3.1768
H44 3.0768 0.8303 4.9146
H45 -2.2633 -3.1843 2.2450
C22 1.9215 -0.8190 -3.0974
H46 3.0913 3.8729 1.2781
H47 -2.3652 3.2346 0.2460
C23 -3.5826 -1.3529 -1.0665
H48 1.1568 3.0165 -3.8408
H49 3.6413 3.1987 4.2480
H50 -0.6172 4.0462 -2.7096
H51 -0.5734 1.4569 -5.1114
H52 2.1849 2.6272 2.2391
S3 0.7879 3.5195 0.5900

These are the Löwdin partial charges, in e, on atoms 1 to 4: number 1, H, carries 0.12; number 2, H, carries 0.04; number 3, H, carries 0.03; number 4, H, carries 0.06

Density functional theory data (ωB97M-V/def2-TZVPD) for a structure of composition C23H52BBrIN2O7PSi2.

Computed properties:
⟨S²⟩ ... 2.008
2S+1 ... 3
LUMO energy (alpha / beta) ... -0.06 / -0.06 eV
E_HOMO (alpha / beta) ... -0.289 / -0.333 Eh

Geometry (Å):
C1 1.4051 5.3028 1.8396
C2 -0.0818 1.4503 -6.2120
O1 3.8283 2.7302 2.7837
O2 1.7561 2.2380 -3.1991
C3 -1.3065 -2.2315 4.1084
N1 2.5590 2.8722 2.9013
C4 1.8883 4.1864 0.9168
C5 -0.5288 -2.6721 -0.0900
H1 -3.1628 -1.6623 3.1488
H2 -2.2025 -5.5293 3.8809
C6 -1.3601 -2.7252 1.1821
H3 0.8383 -3.8081 4.5093
H4 0.6507 0.0839 -7.7111
H5 1.5307 6.2649 1.3396
H6 -0.3530 -3.6710 -0.4887
H7 0.4340 -2.1960 0.0852
H8 -2.1141 -0.7275 1.0943
H9 0.1272 3.1537 3.9280
H10 0.8261 2.0722 -6.2354
H11 4.2128 4.2895 4.6194
H12 -3.0153 -4.1242 4.5712
H13 2.5191 1.6637 -3.1485
H14 -1.7632 -2.2831 5.0993
H15 -2.1284 -0.3175 3.5791
C7 0.8315 3.6911 4.5490
C8 0.8286 -2.9019 -3.5006
I1 -4.7327 1.0369 -3.0297
H16 2.9011 4.6888 5.7438
H17 -1.0800 -2.1046 -0.8395
H18 3.5791 2.0801 0.4751
H19 -0.7114 -0.5434 -6.7898
C9 -1.1338 -3.6654 3.5901
C10 -2.4363 -4.4770 3.7169
C11 3.2368 3.9806 4.9829
H20 -3.0728 -4.4304 2.8434
H21 -0.4973 -4.5198 5.4335
O3 0.6342 -3.4864 2.1009
C12 1.8453 2.8053 1.5751
H22 0.0376 2.0440 0.7138
H23 -0.3130 -1.7911 4.2391
H24 0.3677 4.6345 4.8399
Br1 -3.8632 -0.0414 -6.5150
H25 -2.6862 -4.3380 0.5642
C13 -2.7403 -3.2716 0.7869
H26 2.9168 4.4000 0.6096
H27 -0.5211 -0.8538 1.8299
H28 -3.5067 -3.1073 1.5405
H29 3.2448 5.5570 2.9092
O4 0.2297 1.0324 -1.7775
H30 -0.7889 1.9254 -6.9089
H31 1.4706 -2.7042 -6.6439
P1 -3.4075 -2.4384 -3.7895
C14 -2.1198 -1.3340 3.1808
H32 -3.0570 -2.7584 -0.1210
H33 -1.8042 2.6625 -4.4437
H34 2.2368 -0.5142 -6.1168
O5 -1.6807 0.0980 -4.1790
H35 -0.0571 -2.4813 -5.7563
C15 0.3878 2.3365 1.7041
H36 -4.7496 -2.6149 -3.3985
H37 2.0020 1.6746 -0.2205
H38 0.1429 -2.0423 -3.4253
H39 1.2860 4.1423 0.0056
Si1 -0.8392 1.5377 -4.5008
Si2 -3.2283 -0.2601 -4.4115
C16 1.2097 -0.7200 -5.7867
C17 2.5608 1.7793 0.7080
H40 3.3367 2.9974 5.4422
C18 1.0200 -2.2391 -5.7580
C19 -1.5087 -1.3244 1.7818
H41 0.2168 -3.8134 -3.5163
H42 0.3363 5.2007 2.0495
H43 0.2177 0.0750 -1.8225
H44 0.9752 3.0951 5.4508
N2 -0.6410 -3.6065 2.1714
H45 1.1314 -0.3663 -4.7486
H46 -0.2886 3.1062 2.0676
H47 0.1516 -5.3558 4.0117
H48 2.5971 0.8096 1.2070
C20 2.2055 5.3018 3.1383
C21 2.1907 3.9561 3.8753
H49 0.3161 1.4674 2.3605
C22 0.2238 0.0224 -6.7005
H50 -3.3429 -3.1727 -4.9922
C23 -0.0832 -4.3784 4.4327
H51 1.4769 -2.9252 -2.6197
O6 1.6537 -2.8272 -4.6443
B1 0.5445 1.6117 -3.0032
H52 1.8352 6.0667 3.8247
O7 -2.3916 -2.7787 -2.7554

These are the Löwdin partial charges, in e, on atoms 1 to 4: number 1, C, carries -0.17; number 2, C, carries -0.28; number 3, O, carries -0.03; number 4, O, carries 0.11